# 1
# C44H42GeIrNO3S5

C44H42GeIrNO3S5 as an isolated structure (ωB97M-V/def2-TZVPD, the OMol25 dataset).

Summary:
Expectation value of S² = 8.79
Energy above the lowest of the compared OMol25 structures with the same formula, charge and spin = 68.2 kJ/mol
Multiplicity = 6
Net charge = +1

Last column: Mulliken charge in e.
CARTESIAN COORDINATES (ANGSTROEM)
Ir 0.110301 0.076199 0.406179  1.800
S -0.177573 -0.883703 2.826120  -0.142
C -1.669682 -0.295784 3.508278  0.613
C -1.943619 -0.582953 4.851965  -0.632
C -3.025105 -0.008405 5.488125  -0.675
C -3.843928 0.887465 4.813685  -0.605
C -3.622899 1.142848 3.470108  -0.603
C -2.569571 0.524538 2.815146  0.199
S -2.341033 0.848754 1.072228  -0.177
C -3.055051 -0.715432 0.381638  -0.826
C -2.505632 -1.021179 -0.975112  0.707
C -3.340513 -1.216749 -2.070040  -0.996
C -2.777114 -1.603670 -3.275100  -1.153
C -1.403203 -1.742799 -3.363847  -0.911
C -0.622762 -1.467421 -2.248149  0.088
C 0.867027 -1.556553 -2.316984  0.716
S 1.611211 0.068900 -1.863958  -0.177
C 3.097876 -0.296491 -0.954814  0.501
C 4.073109 -1.124674 -1.484010  -0.615
C 5.260346 -1.325934 -0.799096  -0.704
C 5.484286 -0.686331 0.413128  -0.805
C 4.528440 0.160974 0.934718  -0.518
C 3.315401 0.356124 0.269641  0.439
S 2.125563 1.363174 1.048790  -0.217
N -1.182931 -1.117153 -1.090023  0.124
H -1.279395 -1.246006 5.383697  0.522
H -3.222289 -0.243869 6.522210  0.405
H -4.651177 1.383634 5.329217  0.405
H -4.261888 1.823730 2.927767  0.498
H -4.134703 -0.578080 0.339092  0.672
H -2.804641 -1.521115 1.074805  0.079
H -4.405626 -1.087392 -1.974007  0.601
H -3.394614 -1.786526 -4.139945  0.493
H -0.937453 -2.071371 -4.278202  0.690
H 1.199702 -1.830225 -3.315845  0.879
H 1.236399 -2.256361 -1.567837  -0.966
H 3.903975 -1.616521 -2.429697  0.601
H 6.016146 -1.969455 -1.221008  0.433
H 6.405909 -0.851246 0.948838  0.418
H 4.684005 0.669895 1.874873  0.479
O -0.724317 1.781109 -1.042087  -0.555
S -1.364743 2.151656 -2.339721  0.550
C 0.004907 2.355756 -3.550205  -0.613
C -0.395932 3.548795 -4.391680  -0.762
C -0.816862 4.644348 -3.410615  -0.651
C -1.616512 3.988614 -2.287530  -0.650
H 0.127009 1.443684 -4.127979  0.455
H 0.901786 2.539542 -2.963888  0.311
H -1.234866 3.279888 -5.038574  0.336
H 0.429245 3.882856 -5.022922  0.384
H -1.418407 5.398906 -3.918051  0.321
H 0.069386 5.135980 -3.007775  0.317
H -2.683023 4.155785 -2.407116  0.429
H -1.309737 4.313190 -1.297172  0.262
O 0.788898 -3.092989 2.134882  -0.734
C 1.539997 -2.795189 1.215664  0.120
O 1.411963 -1.823782 0.424678  -0.364
C 2.838187 -3.596513 0.961490  0.570
C 2.693279 -5.106328 0.962379  -1.550
Ge 1.359732 -5.917008 -0.321650  1.255
C 1.318489 -7.885791 -0.020967  0.205
C 0.218843 -8.605395 -0.472103  -0.234
C 0.173160 -9.982139 -0.351043  -0.755
C 1.224350 -10.658678 0.244430  -0.466
C 2.321614 -9.952793 0.707057  -0.620
C 2.370477 -8.576050 0.565326  -0.369
C 1.704933 -5.626665 -2.270061  -0.128
C 2.721926 -4.813896 -2.754108  -0.099
C 2.881028 -4.602832 -4.114093  -0.528
C 2.023274 -5.208055 -5.017422  -0.657
C 1.023917 -6.046971 -4.552685  -0.668
C 0.871826 -6.254097 -3.193603  -0.130
C -0.449160 -5.200004 0.059521  0.050
C -1.239517 -4.632758 -0.929473  0.055
C -2.504016 -4.154539 -0.634332  -0.637
C -2.976798 -4.206109 0.666056  -0.572
C -2.189233 -4.752862 1.665114  -0.779
C -0.942572 -5.264481 1.356935  -0.515
H 3.513592 -3.278897 1.762981  0.580
H 3.250629 -3.236789 0.018733  -0.733
H 2.398913 -5.434243 1.959985  0.425
H 3.673023 -5.534988 0.740484  0.624
H -0.618204 -8.078087 -0.912320  0.257
H -0.683000 -10.527954 -0.720584  0.400
H 1.184947 -11.731817 0.354765  0.380
H 3.143661 -10.476947 1.174348  0.399
H 3.238172 -8.036829 0.921770  0.315
H 3.411091 -4.353570 -2.057625  0.301
H 3.680462 -3.969978 -4.474994  0.457
H 2.142223 -5.039664 -6.077894  0.419
H 0.365040 -6.541307 -5.253303  0.437
H 0.100083 -6.927039 -2.844843  0.262
H -0.867275 -4.573162 -1.945558  0.323
H -3.123772 -3.750286 -1.422567  0.580
H -3.967306 -3.836235 0.896317  0.465
H -2.552893 -4.791254 2.681719  0.461
H -0.339954 -5.708617 2.135780  0.425

Forces on the atoms, in the same order (eV/Å):
Ir 0.692 -0.160 0.653
S -0.050 0.355 -0.077
C 0.180 -0.059 -0.117
C 0.080 -0.027 -0.081
C -0.076 0.046 0.056
C 0.046 -0.082 0.062
C 0.074 -0.071 -0.150
C -0.040 0.160 -0.503
S 0.261 -0.477 0.212
C -0.120 0.466 0.260
C -0.226 0.092 -0.356
C 0.198 -0.020 0.037
C 0.055 0.119 0.139
C -0.020 -0.073 0.148
C -0.253 -0.003 -0.254
C 0.680 0.137 -0.001
S 0.015 -0.387 0.327
C -0.057 -0.053 -0.271
C 0.005 0.094 0.006
C -0.042 0.036 0.032
C 0.026 -0.078 -0.011
C -0.024 0.061 -0.054
C -0.048 0.133 -0.066
S -0.951 -0.572 -0.061
N 0.094 0.278 0.294
H 0.081 -0.054 0.079
H 0.014 0.011 0.116
H -0.106 -0.003 0.040
H -0.064 0.031 -0.050
H 0.021 -0.150 0.023
H 0.038 0.025 -0.040
H -0.147 -0.013 0.065
H -0.113 -0.021 -0.083
H 0.098 0.012 -0.140
H -0.059 -0.090 0.028
H -0.003 -0.057 -0.107
H -0.014 -0.028 -0.147
H 0.079 -0.094 -0.025
H 0.100 0.013 0.041
H 0.085 0.021 0.049
O 0.093 0.291 0.538
S 0.423 0.798 -0.870
C -0.455 0.012 -0.099
C -0.024 0.111 -0.019
C 0.059 0.034 -0.172
C -0.184 -0.280 -0.136
H -0.003 -0.116 0.037
H 0.008 0.041 0.121
H 0.044 0.030 -0.071
H -0.085 -0.095 -0.040
H 0.084 0.045 0.082
H -0.031 -0.016 0.013
H -0.110 -0.024 0.088
H -0.022 -0.157 0.141
O -0.321 -0.294 0.569
C 1.015 -0.953 0.111
O -0.506 1.218 -0.613
C -0.509 0.349 -0.024
C -0.386 -0.297 -0.515
Ge 0.167 -0.232 0.237
C -0.026 0.858 -0.159
C -0.101 0.112 -0.025
C -0.111 -0.108 -0.040
C 0.007 -0.043 0.024
C 0.095 -0.095 0.040
C 0.122 0.149 0.054
C -0.071 -0.037 0.746
C 0.042 0.067 0.211
C 0.093 0.112 -0.135
C 0.033 0.054 -0.040
C -0.088 -0.028 -0.130
C -0.069 -0.056 0.158
C 0.606 -0.248 -0.184
C 0.152 -0.035 -0.148
C -0.198 0.012 -0.074
C -0.128 0.045 -0.073
C -0.031 -0.064 0.145
C 0.016 -0.080 0.008
H 0.086 -0.046 -0.051
H 0.047 -0.007 0.066
H -0.048 -0.177 -0.028
H -0.041 -0.161 0.071
H -0.114 -0.021 -0.029
H -0.074 -0.044 0.005
H 0.006 -0.099 -0.010
H 0.041 -0.021 0.025
H 0.082 0.013 0.044
H 0.071 0.111 0.034
H 0.078 0.034 -0.018
H 0.029 -0.004 -0.075
H -0.030 -0.043 -0.020
H -0.104 -0.034 -0.014
H -0.026 -0.015 -0.070
H -0.029 -0.062 -0.007
H -0.080 0.006 0.032
H -0.034 -0.028 0.083
H 0.034 0.000 0.127

=====

# 2
# C32H24AsF6N5O11S8W

C32H24AsF6N5O11S8W as an isolated structure (ωB97M-V/def2-TZVPD, the OMol25 dataset).

Summary:
Energy above the lowest of the compared OMol25 structures with the same formula, charge and spin = 399.9 kJ/mol
Net charge = -2

Last column: Mulliken charge in e.
CARTESIAN COORDINATES (ANGSTROEM)
W 1.890449 -1.920097 0.896221  2.140
C -0.899150 0.595918 3.562322  -2.194
C -0.344443 -0.387337 2.576705  0.587
N 0.934954 -0.539296 2.405825  1.427
N 1.742806 0.266463 3.199344  -1.391
C 2.973095 0.337184 2.845797  0.754
S 3.792719 -0.427477 1.533711  -0.538
S 4.022262 1.389147 3.816102  -0.193
C 2.892996 2.805081 4.038397  -0.893
C 2.761820 3.624755 2.787023  0.520
C 1.807615 3.331505 1.818285  0.382
C 1.747367 4.060257 0.636704  -0.634
C 2.636426 5.101411 0.421334  -0.551
C 3.587107 5.410776 1.385882  -0.550
C 3.649536 4.674439 2.557500  -0.578
C -1.331484 -1.146284 1.794382  1.532
C -2.650707 -1.250902 2.247308  -0.675
C -3.617891 -1.905090 1.512744  -1.323
C -3.294386 -2.448955 0.274262  -0.886
C -2.005665 -2.354437 -0.206507  -0.970
C -1.030181 -1.727687 0.557644  0.770
O 0.210167 -1.654032 0.044891  0.331
H -0.120320 1.223528 3.973065  0.077
H -1.374495 0.053679 4.382674  0.617
H -1.654575 1.200554 3.059478  0.365
H 3.353267 3.393992 4.833774  0.558
H 1.940157 2.425276 4.395885  0.108
H 1.118334 2.509096 1.966257  0.382
H 1.009204 3.787722 -0.107333  0.296
H 2.596548 5.663458 -0.503457  0.389
H 4.288018 6.220394 1.220707  0.345
H 4.404268 4.905115 3.302228  0.345
H -2.919757 -0.829506 3.205047  0.413
H -4.626013 -1.981497 1.897630  0.407
H -4.054297 -2.934298 -0.324762  0.456
H -1.724389 -2.752050 -1.172490  0.218
F 0.274466 -4.514211 5.273946  -0.331
C 0.116470 -3.730387 4.192108  0.366
F -1.197155 -3.446386 4.111865  -0.261
F 0.703715 -2.558785 4.492117  -0.161
S 0.680758 -4.627424 2.581099  1.293
O 0.559404 -3.256244 1.861330  -0.498
O -0.367278 -5.603938 2.865721  -0.863
N 2.183102 -4.990844 3.191296  -0.579
S 3.307348 -3.961008 3.091933  0.998
O 2.796387 -2.585706 2.823438  -0.574
O 4.499450 -4.355454 2.412085  -0.675
C 3.929225 -3.742589 4.824137  0.598
F 4.317797 -4.937303 5.288653  -0.220
F 3.020920 -3.247302 5.654466  -0.184
F 4.989473 -2.928677 4.828512  -0.219
O 1.050437 -5.311665 1.074973  -0.504
As 1.323690 -3.766403 -2.099908  0.834
O 2.426550 -4.329858 -3.151053  -0.702
O 2.593457 -3.334449 0.251218  -0.720
C 0.735211 -2.008137 -2.889171  -0.137
C -0.283051 -2.295950 -3.801591  -0.543
C -1.063359 -1.300563 -4.367378  -1.021
C -0.843452 0.022957 -4.021007  -0.272
C 0.162286 0.342199 -3.125192  -0.708
C 0.946095 -0.668355 -2.574404  0.670
S 2.223102 -0.112420 -1.472853  1.355
O 2.907799 -1.391350 -1.033814  -0.926
O 3.033240 0.807421 -2.212412  -0.782
O 1.643672 0.376074 -0.222885  -0.107
H 0.935214 -6.259610 1.207829  0.266
H -0.482771 -3.330694 -4.073965  0.325
H -1.851684 -1.557532 -5.064273  0.395
H -1.457465 0.808141 -4.435014  0.433
H 0.326306 1.371466 -2.830684  0.436
S -5.653341 0.333386 -3.795042  -0.437
C -4.393420 1.154607 -3.046895  0.136
S -3.813477 0.713944 -1.482218  -0.034
C -2.545013 1.938559 -1.549478  -0.240
N -2.609798 2.632089 -2.653370  -0.824
N -3.650527 2.198186 -3.472594  0.647
C -3.746015 2.885928 -4.709483  0.408
C -2.590147 3.473043 -5.224737  -0.036
C -2.638438 4.152623 -6.429189  -0.757
C -3.831109 4.266581 -7.130638  -0.392
C -4.979517 3.696355 -6.603615  -0.617
C -4.947919 3.009070 -5.398920  -0.561
S -1.420202 2.111913 -0.301994  -0.128
H -1.670071 3.396023 -4.664568  0.480
H -1.731129 4.596199 -6.819843  0.344
H -3.864132 4.796980 -8.074113  0.362
H -5.921890 3.783330 -7.130589  0.347
H -5.844548 2.565328 -4.998440  0.279

Forces on the atoms, in the same order (eV/Å):
W 1.023 -1.755 0.310
C 0.014 0.010 0.007
C 0.091 -0.045 -0.066
N -0.194 0.073 -0.053
N 0.112 -0.011 -0.030
C 0.009 -0.092 0.059
S -0.267 0.004 -0.119
S -0.017 0.018 0.010
C 0.080 0.061 0.026
C 0.040 0.094 -0.025
C -0.027 -0.049 -0.020
C -0.004 -0.088 0.042
C 0.015 0.008 -0.030
C -0.002 0.006 0.003
C -0.015 0.001 0.002
C 0.045 0.031 -0.066
C 0.019 -0.009 -0.001
C -0.011 0.008 0.003
C -0.011 0.028 -0.013
C 0.002 0.004 0.014
C -0.024 0.128 -0.107
O 0.218 -0.274 -0.163
H 0.009 0.023 -0.008
H 0.016 -0.016 -0.005
H 0.009 0.014 0.009
H -0.015 -0.016 0.010
H -0.011 -0.033 -0.010
H -0.009 0.016 -0.012
H -0.029 0.019 0.000
H -0.003 0.006 0.004
H 0.000 0.006 -0.003
H 0.003 -0.001 0.002
H 0.001 -0.001 -0.018
H 0.000 -0.002 -0.005
H -0.002 -0.007 0.007
H -0.003 -0.007 0.007
F 0.078 -0.141 0.098
C 0.003 -0.023 -0.038
F -0.268 0.004 -0.093
F 0.217 0.165 0.013
S -0.216 -0.137 -0.087
O 0.047 0.419 0.217
O 0.021 -0.143 -0.103
N -0.169 0.342 0.063
S -0.032 -0.303 0.169
O 0.059 0.359 -0.518
O -0.011 0.046 -0.037
C -0.021 0.019 -0.024
F 0.006 0.024 -0.011
F -0.007 -0.021 -0.022
F -0.029 -0.003 -0.019
O 0.057 0.022 0.078
As 0.244 0.129 -0.138
O -0.100 0.062 -0.008
O 0.066 0.408 0.623
C -0.137 -0.060 -0.053
C 0.051 0.003 0.023
C -0.030 0.033 -0.048
C -0.015 -0.012 0.030
C 0.106 -0.051 0.054
C -0.107 0.077 -0.087
S 0.012 0.170 -0.020
O -0.642 0.060 0.067
O 0.102 -0.149 0.046
O -0.256 0.451 0.023
H -0.020 0.013 0.007
H -0.002 -0.003 0.012
H -0.008 0.013 0.004
H -0.076 0.067 -0.039
H -0.008 0.008 0.008
S 0.055 -0.009 -0.018
C -0.159 0.033 -0.004
S 0.089 -0.083 -0.023
C -0.003 0.109 0.040
N 0.053 0.028 -0.041
N -0.015 -0.071 0.102
C 0.026 -0.020 -0.113
C 0.013 -0.043 0.003
C 0.002 0.022 -0.028
C -0.003 -0.009 0.012
C 0.000 0.009 -0.012
C -0.017 0.035 0.027
S -0.016 -0.019 0.115
H -0.019 0.004 0.000
H 0.001 0.003 -0.005
H -0.001 0.003 -0.004
H 0.002 0.006 -0.008
H 0.017 0.001 0.008

=====

- Which of these has the lowest net charge?
  C32H24AsF6N5O11S8W

=====

- Which of these has the lowest energy above the lowest of the compared OMol25 structures with the same formula, charge and spin?
  C44H42GeIrNO3S5